1.
Below is a cluster of 2 separate species, C20H27N3O9 in total at a distorted geometry, with properties calculated with ωB97M-V/def2-TZVPD.

Positions of all 59 atoms, in Å:
1 O 8.557 -4.704 -3.001
2 O 5.771 -1.509 -4.056
3 O -6.861 4.387 1.688
4 O -0.617 -0.036 -0.456
5 O -0.298 3.999 2.504
6 O -5.834 0.657 2.695
7 O 8.731 -2.877 -1.651
8 O 6.843 -0.922 -2.153
9 O 0.525 -1.336 1.005
10 C 8.045 -3.875 -2.267
11 C 6.091 -1.758 -2.907
12 C -6.212 4.222 2.713
13 C 0.242 -0.872 -0.233
14 C -0.906 3.294 1.721
15 C -5.577 1.247 1.650
16 C 4.840 -5.473 -1.152
17 C 6.184 -5.240 -1.423
18 C 3.897 -4.499 -1.461
19 C 6.608 -4.023 -1.980
20 C 5.651 -3.020 -2.289
21 C 4.277 -3.273 -2.031
22 N -0.245 2.331 1.119
23 N -5.984 0.728 0.486
24 N -5.152 3.419 2.779
25 C -6.593 4.952 3.979
26 C -5.791 1.287 -0.853
27 C 1.003 -1.432 -1.429
28 C -2.394 3.490 1.453
29 C 3.156 -2.311 -2.375
30 C 2.469 -1.763 -1.113
31 C -3.237 2.239 1.751
32 C -4.744 2.545 1.672
33 H 8.087 -2.280 -1.236
34 H 7.043 -0.177 -2.744
35 H -0.086 -0.884 1.608
36 H 4.528 -6.422 -0.722
37 H 6.917 -6.016 -1.212
38 H 2.848 -4.706 -1.268
39 H 0.736 2.299 1.324
40 H -0.684 1.714 0.446
41 H -6.527 -0.118 0.570
42 H -4.694 3.303 3.667
43 H -5.744 5.533 4.335
44 H -6.894 4.227 4.733
45 H -7.427 5.619 3.763
46 H -6.190 0.602 -1.602
47 H -4.729 1.443 -1.051
48 H -6.319 2.241 -0.936
49 H 0.484 -2.337 -1.758
50 H 0.963 -0.703 -2.245
51 H -2.737 4.322 2.069
52 H -2.524 3.764 0.407
53 H 3.492 -1.471 -2.987
54 H 2.432 -2.864 -2.985
55 H 2.495 -2.503 -0.306
56 H 2.999 -0.871 -0.761
57 H -2.990 1.470 1.018
58 H -2.996 1.860 2.746
59 H -4.925 3.080 0.741

The energy above the lowest of the compared OMol25 structures with the same formula, charge and spin is 0.0 kJ/mol. The SMILES is O=C(O)CCCc1cccc(C(=O)O)c1C(=O)O.CNC(=O)[C@H](CCC(N)=O)NC(C)=O. For the lowest unoccupied orbital energy, the calculation gives 0.08 eV. The HOMO energy comes out at -9.458 eV. The total energy is -1619.85740 Eh. As for the orbital gap: 9.5 eV.

natural (NBO) population analysis, charges in e, atoms 1 to 2:
1. O -0.5413
2. O -0.5604

2.
Below is the molecule C6H9N, with properties calculated with ωB97M-V/def2-TZVPD.

Positions of all 16 atoms, in Å:
1 C -0.713 -1.075 2.163
2 C -0.530 -0.704 0.720
3 C -0.617 0.550 0.178
4 C 0.094 0.574 -1.053
5 C 0.635 1.867 -1.580
6 C 0.491 -0.720 -1.296
7 N 0.110 -1.488 -0.214
8 H 0.164 -1.638 2.509
9 H -0.728 -0.147 2.746
10 H -1.617 -1.643 2.409
11 H -1.078 1.418 0.634
12 H 1.440 1.716 -2.302
13 H 1.070 2.371 -0.707
14 H -0.116 2.548 -1.993
15 H 1.045 -1.169 -2.115
16 H 0.348 -2.460 -0.097

The energy above the lowest of the compared OMol25 structures with the same formula, charge and spin is 45.5 kJ/mol. The SMILES is Cc1c[nH]c(C)c1. For the lowest unoccupied orbital energy, the calculation gives 1.06 eV. The HOMO energy comes out at -7.810 eV. The total energy is -288.76471 Eh. As for the orbital gap: 8.9 eV.

natural (NBO) population analysis, charges in e, atoms 1 to 2:
1. C -0.6385
2. C 0.1288

3.
Below is the molecule C27H30N2O4 at a distorted geometry, with properties calculated with ωB97M-V/def2-TZVPD.

Positions of all 63 atoms, in Å:
1 C -6.523 -2.248 -0.382
2 H -6.452 -1.911 0.657
3 O -5.730 -1.460 -1.236
4 C -4.383 -1.430 -1.026
5 C -3.647 -0.639 -1.910
6 C -2.282 -0.539 -1.780
7 C -1.606 -1.213 -0.764
8 C -2.338 -2.004 0.103
9 C -3.714 -2.118 -0.023
10 H -4.247 -2.745 0.674
11 H -1.841 -2.537 0.897
12 C -0.112 -1.021 -0.679
13 N 0.207 0.397 -0.444
14 C 1.366 0.877 -0.958
15 O 2.084 0.185 -1.677
16 C 1.758 2.242 -0.571
17 C 2.453 3.125 -1.362
18 O 2.718 4.249 -0.671
19 C 2.224 4.088 0.572
20 C 1.621 2.880 0.699
21 H 1.158 2.478 1.575
22 H 2.366 4.894 1.263
23 C 2.885 3.028 -2.778
24 H 2.832 1.991 -3.095
25 H 3.905 3.391 -2.882
26 H 2.244 3.635 -3.419
27 C -0.747 1.191 0.232
28 C -1.219 2.361 -0.352
29 C -2.170 3.121 0.298
30 C -2.684 2.726 1.527
31 C -2.215 1.547 2.092
32 C -1.255 0.781 1.458
33 H -0.899 -0.131 1.909
34 H -2.605 1.221 3.046
35 C -3.740 3.542 2.209
36 H -3.570 4.605 2.051
37 H -3.758 3.341 3.277
38 H -4.720 3.295 1.800
39 H -2.529 4.030 -0.162
40 H -0.839 2.670 -1.315
41 H 0.323 -1.264 -1.660
42 C 0.663 -1.823 0.386
43 O 0.218 -2.136 1.474
44 N 1.916 -2.095 -0.011
45 C 2.914 -2.668 0.865
46 H 2.368 -3.066 1.724
47 C 3.959 -1.607 1.284
48 C 5.317 -2.154 0.837
49 H 5.765 -2.749 1.634
50 C 4.974 -3.056 -0.345
51 H 4.758 -2.449 -1.226
52 H 5.775 -3.752 -0.591
53 C 3.708 -3.761 0.133
54 H 3.969 -4.556 0.832
55 H 3.128 -4.195 -0.680
56 H 6.012 -1.359 0.571
57 H 3.742 -0.672 0.764
58 H 3.928 -1.410 2.354
59 H 2.261 -1.654 -0.857
60 H -1.726 0.073 -2.476
61 H -4.174 -0.115 -2.692
62 H -6.249 -3.306 -0.440
63 H -7.547 -2.122 -0.732

The energy above the lowest of the compared OMol25 structures with the same formula, charge and spin is 77.5 kJ/mol. The SMILES is COc1ccc([C@H](C(=O)NC2CCCC2)N(C(=O)c2ccoc2C)c2ccc(C)cc2)cc1. For the lowest unoccupied orbital energy, the calculation gives 0.74 eV. The HOMO energy comes out at -8.290 eV. The total energy is -1457.36205 Eh. As for the orbital gap: 9.0 eV.

natural (NBO) population analysis, charges in e, atoms 1 to 2:
1. C -0.2513
2. H 0.1757

4.
Below is a structure of composition C31H64AsCdN6O3Si3Te at a distorted geometry, with properties calculated with ωB97M-V/def2-TZVPD.

Positions of all 110 atoms, in Å:
1 Cd 0.200 -0.105 0.044
2 N 1.659 1.157 -4.882
3 C 3.008 1.432 -4.747
4 C 3.488 0.535 -3.857
5 N 2.476 -0.264 -3.373
6 C 1.408 0.103 -4.011
7 C 0.120 -0.579 -4.026
8 N -0.236 -1.625 -3.324
9 C -1.431 -2.045 -3.851
10 C -1.819 -1.234 -4.870
11 N -0.834 -0.281 -4.956
12 H 0.988 1.890 -5.052
13 H 3.495 2.193 -5.335
14 H 4.497 0.413 -3.495
15 H -1.920 -2.934 -3.481
16 H -2.669 -1.238 -5.529
17 H -0.772 0.435 -5.654
18 C -2.548 -2.268 1.959
19 O -1.984 -0.989 1.735
20 Si -1.567 0.145 2.948
21 C -2.488 1.706 2.400
22 C -2.540 -0.368 4.496
23 C 0.188 0.316 3.030
24 Si 0.820 1.938 3.540
25 C 2.698 2.076 3.674
26 C 0.384 3.336 2.316
27 C 0.183 2.598 5.209
28 Si 1.123 -1.103 3.703
29 C 0.272 -2.794 3.561
30 C 2.807 -1.424 2.925
31 C 1.472 -0.958 5.572
32 H -1.980 -3.023 1.409
33 H -2.537 -2.545 3.014
34 H -3.587 -2.294 1.609
35 H -3.575 1.586 2.448
36 H -2.213 1.986 1.374
37 H -2.215 2.542 3.054
38 H -3.597 -0.576 4.288
39 H -2.490 0.438 5.237
40 H -2.106 -1.260 4.965
41 H 3.167 1.861 2.707
42 H 3.112 1.372 4.408
43 H 2.985 3.088 3.984
44 H -0.493 3.914 2.637
45 H 0.159 2.900 1.336
46 H 1.223 4.030 2.200
47 H 0.469 1.928 6.030
48 H -0.914 2.657 5.209
49 H 0.578 3.596 5.432
50 H 0.087 -3.015 2.504
51 H -0.685 -2.835 4.096
52 H 0.918 -3.582 3.964
53 H 2.671 -1.792 1.905
54 H 3.363 -2.180 3.498
55 H 3.418 -0.519 2.862
56 H 0.538 -0.860 6.140
57 H 2.079 -0.069 5.786
58 H 2.013 -1.834 5.950
59 O -0.824 2.092 -1.505
60 C -0.485 3.269 -1.529
61 C 0.833 3.715 -2.119
62 C 1.768 4.390 -1.104
63 C 1.469 5.867 -0.843
64 C 0.127 6.105 -0.154
65 C -1.057 5.671 -1.018
66 N -1.302 4.236 -1.025
67 H 0.643 4.388 -2.968
68 H 1.321 2.808 -2.476
69 H 2.786 4.301 -1.486
70 H 1.735 3.826 -0.170
71 H 1.483 6.419 -1.793
72 H 2.267 6.279 -0.221
73 H 0.016 7.171 0.068
74 H 0.096 5.557 0.791
75 H -0.893 6.014 -2.045
76 H -1.967 6.144 -0.652
77 H -2.111 3.884 -0.540
78 C -4.394 -0.303 -3.142
79 As -3.033 -0.454 -1.716
80 C -4.157 0.387 -0.345
81 C -3.526 -2.315 -1.274
82 H -5.386 -0.550 -2.759
83 H -4.149 -0.993 -3.950
84 H -4.414 0.709 -3.549
85 H -5.173 -0.015 -0.373
86 H -4.200 1.465 -0.513
87 H -3.720 0.208 0.635
88 H -4.470 -2.346 -0.727
89 H -2.751 -2.772 -0.659
90 H -3.633 -2.901 -2.189
91 O 0.975 -2.597 0.315
92 C 1.377 -3.548 -0.348
93 C 2.716 -3.525 -1.050
94 C 2.605 -3.697 -2.573
95 C 2.469 -5.147 -3.031
96 C 1.129 -5.781 -2.654
97 C 0.961 -5.915 -1.139
98 N 0.613 -4.671 -0.465
99 H 3.370 -4.298 -0.629
100 H 3.140 -2.544 -0.836
101 H 3.499 -3.262 -3.025
102 H 1.766 -3.102 -2.919
103 H 3.278 -5.750 -2.600
104 H 2.584 -5.185 -4.119
105 H 1.055 -6.777 -3.103
106 H 0.313 -5.167 -3.050
107 H 1.891 -6.310 -0.718
108 H 0.168 -6.625 -0.916
109 H -0.299 -4.591 -0.045
110 Te 2.625 0.657 -0.452

The energy above the lowest of the compared OMol25 structures with the same formula, charge and spin is 294.0 kJ/mol. For the lowest unoccupied orbital energy, the calculation gives 2.22 eV. The HOMO energy comes out at -2.435 eV. The total energy is -5314.07325 Eh. Its net charge is -1. As for the orbital gap: 4.7 eV.

Löwdin population analysis, charges in e, atoms 1 to 2:
1. Cd 1.0576
2. N 0.0725

> Which value of lowest unoccupied orbital energy does entry 3 give?

0.74 eV

> Number 4 is which compound?

C31H64AsCdN6O3Si3Te

> What is the HOMO in the second record?

-7.810 eV

> Number 3 is which compound?

C27H30N2O4